Computed, not measured: C43H46FI2N4OPSe2Zr as an isolated structure, with ωB97M-V/def2-TZVPD.

Its energy relative to the best compared isomer or geometry (same formula, charge and spin) is 13.5 kJ/mol. As for the total energy: -213516.6056 eV. As for the net charge: +2. As for the lowest unoccupied orbital energy: -6.113 eV. As for the HOMO energy: -12.397 eV.

Last column: Mulliken charge in e.
Atoms and positions in Å:
1 Zr -1.30960 -0.10262 0.66395  -0.5571
2 I 2.15049 1.28324 7.38528  0.1599
3 C 1.56541 0.94449 5.41798  -0.7853
4 C 2.08256 -0.13674 4.71992  -0.1499
5 C 1.69052 -0.36921 3.40711  0.3778
6 I 2.44054 -2.01775 2.38511  0.1712
7 C 0.79464 0.49892 2.79374  -0.6666
8 O 0.35378 0.30093 1.52379  1.3824
9 C 0.25675 1.57266 3.50244  0.3453
10 C -0.78753 2.41879 2.82899  -1.2787
11 N -1.96128 1.60036 2.40252  -0.4420
12 C -2.62165 0.96771 3.55363  -1.6479
13 C -2.11641 -0.42963 3.78791  0.8778
14 C -2.15727 -0.99143 5.05192  -0.8325
15 C -1.70690 -2.28661 5.23582  -0.8594
16 C -1.22434 -2.98930 4.14203  -0.9730
17 C -1.21526 -2.36783 2.91309  -0.4566
18 N -1.65703 -1.11175 2.72571  1.5868
19 C 0.64690 1.79282 4.81337  -0.6509
20 H 2.79024 -0.80251 5.19454  0.5198
21 H -0.38565 2.90462 1.93797  0.2871
22 H -1.11736 3.20528 3.51203  0.6523
23 H -2.63152 2.22013 1.95499  0.2602
24 H -3.69796 0.92255 3.36797  0.5060
25 H -2.48093 1.55733 4.46273  0.6450
26 H -2.52203 -0.40442 5.88422  0.6117
27 H -1.72355 -2.73874 6.21855  0.4804
28 H -0.84846 -3.99789 4.23556  0.5926
29 H -0.83514 -2.87969 2.04038  0.1570
30 H 0.23688 2.62941 5.36573  0.5458
31 Se -4.96359 1.58935 0.74621  0.0919
32 Se -4.51378 1.32671 -1.50678  0.1024
33 C -2.76323 2.11003 -1.56212  -0.2320
34 C -2.58283 3.09785 -2.51145  -1.0668
35 C -1.36502 3.75811 -2.59994  -0.5909
36 C -0.36664 3.41751 -1.70922  -0.8954
37 C -0.60916 2.40028 -0.81184  0.4552
38 N -1.78040 1.73318 -0.71635  0.9497
39 C -4.87617 -0.28142 1.20154  -0.0563
40 C -6.01303 -0.84614 1.75470  -0.9551
41 C -6.04146 -2.21621 1.96913  -0.5112
42 C -4.94391 -2.96345 1.57849  -1.2165
43 C -3.84875 -2.31230 1.04482  -0.2924
44 N -3.77969 -0.98070 0.88283  0.8062
45 H -3.40788 3.36675 -3.15616  0.5303
46 H -1.21290 4.53430 -3.33766  0.5129
47 H 0.59538 3.90622 -1.71501  0.5004
48 H 0.18342 2.08562 -0.14156  -0.3017
49 H -6.87065 -0.22590 1.97477  0.5122
50 H -6.91763 -2.68783 2.39341  0.4878
51 H -4.92694 -4.03945 1.67700  0.5584
52 H -2.97895 -2.87735 0.73575  0.6409
53 C 2.21069 -2.24267 -2.73475  -1.7094
54 C 3.28312 -1.18621 -2.45090  2.0307
55 C 3.93548 -0.80021 -3.78004  -1.7772
56 C 4.31356 -1.82632 -1.51499  -1.7907
57 P 2.39438 0.23101 -1.56178  0.8988
58 C 1.56833 1.03888 -2.99713  0.9286
59 C 2.07003 2.05876 -3.80620  -0.5989
60 C 1.34002 2.54250 -4.88464  -0.7640
61 C 0.10253 1.99597 -5.19974  -1.0353
62 C -0.40787 0.97108 -4.41547  -0.7949
63 C 0.31065 0.51747 -3.31861  -0.5196
64 C 3.68758 1.44426 -0.89873  1.9104
65 C 4.11532 0.90566 0.47634  -1.8234
66 C 4.95037 1.71452 -1.72209  -1.9305
67 C 2.98001 2.77972 -0.63600  -1.4499
68 H 2.67008 -3.08432 -3.26006  0.5845
69 H 1.40854 -1.86089 -3.36834  0.2758
70 H 1.77538 -2.61497 -1.80830  0.3452
71 H 4.47323 -1.66531 -4.17666  0.5463
72 H 4.64940 0.01539 -3.68488  0.2841
73 H 3.18711 -0.51242 -4.51856  0.2815
74 H 4.64643 -2.77129 -1.95116  0.5313
75 H 3.88185 -2.04555 -0.53542  0.1335
76 H 5.19711 -1.20906 -1.37176  0.3343
77 H 3.04550 2.48056 -3.61385  0.0555
78 H 1.75592 3.32956 -5.50044  0.4924
79 H -0.44765 2.35376 -6.06030  0.4212
80 H -1.36248 0.52020 -4.66126  0.5029
81 H -0.09725 -0.28194 -2.70808  0.2592
82 H 4.72376 0.00611 0.40312  0.3088
83 H 3.24539 0.68072 1.09623  0.1992
84 H 4.70976 1.66673 0.98916  0.5105
85 H 5.52127 0.81118 -1.91648  0.3599
86 H 5.59739 2.38725 -1.15224  0.5497
87 H 4.74880 2.19604 -2.67708  0.2751
88 H 2.16943 2.65472 0.08890  0.0613
89 H 2.58992 3.23277 -1.54598  0.2936
90 H 3.69353 3.48087 -0.19641  0.6239
91 F -2.01768 -5.08015 -3.09293  -0.3402
92 C -1.74131 -4.04216 -2.30719  -0.1674
93 C -0.76910 -4.18579 -1.32964  -0.8530
94 C -0.50596 -3.11187 -0.49750  -0.3787
95 C -1.19405 -1.89422 -0.61238  2.9019
96 C -2.13794 -1.80071 -1.65007  -0.2375
97 C -2.43535 -2.85916 -2.49323  -0.9063
98 H -0.23745 -5.12437 -1.24545  0.5329
99 H 0.27046 -3.22792 0.25249  0.2453
100 H -2.71492 -0.88753 -1.79284  -0.0441
101 H -3.17838 -2.78886 -3.27621  0.5529

***

Computed, not measured: a 2-piece molecular cluster, C5H13NO2 overall in a non-equilibrium geometry, with ωB97M-V/def2-TZVPD.

Its energy relative to the best compared isomer or geometry (same formula, charge and spin) is 252.6 kJ/mol. As for the total energy: -10979.2608 eV. As for the lowest unoccupied orbital energy: 0.774 eV. As for the SMILES: C[C@@H](C=O)N(C)C.O. As for the HOMO energy: -9.242 eV.

Last column: Mulliken charge in e.
Atoms and positions in Å:
1 C 0.65539 -1.35487 1.67069  -0.9042
2 N 0.17712 -0.99500 0.29148  -0.1513
3 C -1.30016 -0.88852 0.35970  -0.8756
4 C 2.25022 0.23479 -0.21438  -1.5129
5 C 0.76027 0.24799 -0.20431  0.8208
6 C 0.32760 0.35232 -1.68504  -0.3318
7 O -0.12956 1.37145 -2.15161  -0.4680
8 H 1.68624 -1.12180 1.88779  0.3630
9 H -0.13977 -0.93890 2.32526  0.2884
10 H 0.52614 -2.44015 1.86087  0.3060
11 H -1.77254 -0.09810 -0.21485  0.1136
12 H -1.67589 -0.57573 1.33996  0.3644
13 H -1.65581 -1.88286 0.12624  0.3462
14 H 2.77012 0.98304 -0.79538  0.4177
15 H 2.68639 -0.75310 -0.45370  0.3652
16 H 2.49700 0.36586 0.83485  0.3498
17 H 0.33166 1.14063 0.34113  0.1289
18 H 0.28768 -0.53151 -2.34300  0.3955
19 H -2.54619 1.59726 -1.16196  0.2937
20 H -2.54345 2.99063 -0.81732  0.3385
21 O -3.19247 2.29657 -0.99641  -0.6477